[1]
Molecular formula: C5H8O
Method: DFT, ωB97M-V/def2-TZVPD

Its total charge is 0. The calculation puts the largest force on an atom at 1.01 eV/Å. As for the calculated total energy: -7359.88613 eV. As for the relative energy (zero: lowest compared OMol25 entry of this formula, charge and spin): 2.3691 eV.

```
14
Properties=species:S:1:pos:R:3:mulliken_charge:R:1
C 0.97360 -0.64138 1.15064 -0.4302
C -0.50371 -0.54321 0.80617 -0.4519
C -0.59395 0.76614 -0.00194 -0.2864
C -0.73712 0.28950 -1.42480 -0.9018
C 0.65784 0.58106 -0.75993 0.0517
O 1.57092 -0.25488 -0.09377 -0.4392
H 1.30508 -1.65744 1.38765 0.3018
H 1.29113 0.02055 1.97404 0.2669
H -0.62639 -1.29828 0.01892 0.1756
H -1.23524 -0.70881 1.59493 0.4101
H -0.98719 1.69089 0.40742 0.4043
H -1.41525 -0.56440 -1.49029 0.2388
H -0.87881 0.95473 -2.26799 0.2596
H 1.17908 1.36554 -1.30105 0.4007
```

---

[2]
Molecular formula: C5H8O
Method: DFT, ωB97M-V/def2-TZVPD

Its total charge is 0. The calculation puts the largest force on an atom at 0.50 eV/Å. As for the calculated total energy: -7359.64844 eV. As for the relative energy (zero: lowest compared OMol25 entry of this formula, charge and spin): 2.6068 eV.

```
14
Properties=species:S:1:pos:R:3:mulliken_charge:R:1
C 1.84160 0.03878 -0.23574 -1.3900
C 0.51757 -0.25400 0.47649 0.6720
C -0.62361 0.76074 0.22884 -0.6980
C -1.77594 -0.12235 -0.24101 -0.3210
O -1.20145 -1.46848 -0.39392 -0.1325
C 0.02193 -1.61786 0.01207 -0.5733
H 1.66305 0.27848 -1.29112 0.3601
H 2.38234 0.87352 0.22326 0.3412
H 0.72423 -0.35971 1.55049 0.2930
H -0.34846 1.49260 -0.53866 0.2861
H -0.89107 1.30995 1.13574 0.2879
H -2.18589 0.15113 -1.21515 0.2611
H -2.58360 -0.22118 0.48885 0.2417
H 2.45929 -0.86161 -0.20014 0.3716
```

---

> Which value of largest force on an atom does entry 2 give?

0.50 eV/Å

---

> The highest relative energy (zero: lowest compared OMol25 entry of this formula, charge and spin) belongs to which entry?

number 2